A gas-phase ion, C2H3NOPS (charge +1) in a non-equilibrium geometry, computed with ωB97M-V with the def2-TZVPD basis set.

Bonds (Å) are listed after each position.
Geometry (Å):
1 C 0.02 -0.05 -0.27  C2 1.464, N3 1.197, P5 2.201
2 C -1.11 -0.80 0.29  C1 1.464, H7 1.089, H8 1.089, H9 1.089
3 N 0.61 0.18 -1.28  C1 1.197, O4 1.180
4 O 1.42 0.67 -1.98  N3 1.180
5 P 0.94 1.03 1.41  C1 2.201, S6 1.896
6 S 2.34 1.96 0.52  P5 1.896
7 H -1.06 -1.85 0.00  C2 1.089
8 H -2.06 -0.39 -0.06  C2 1.089
9 H -1.10 -0.75 1.38  C2 1.089

Summary:
**Spin multiplicity**: 3
**Charge**: +1
**ΔE to the lowest compared entry with this formula, charge and spin**: 31.8 kcal per mole
**Energy**: -25770.99225 eV
**Kohn-Sham gap (alpha / beta)**: 5.823 / 6.025 eV

For reference, the Mulliken charges in units of e are: 0.418 -0.909 0.374 -0.401 0.384 0.143 0.303 0.300 0.389